w:
Formula: C4H8NO3
Source: the Open Molecules 2025 dataset
Level of theory: ωB97M-V/def2-TZVPD

## Properties
M, g mol⁻¹: 118.1
Gap between HOMO and LUMO, eV: 7.76
Net charge: -1

Last column: natural (NBO) charge in e.
Positions of all 16 atoms, in Å:
N: -0.828 0.965 0.941  -0.900
C: 0.428 0.447 0.331  -0.142
C: 0.161 -1.000 -0.244  -0.449
C: -0.661 -0.802 -1.492  -0.058
O: -2.024 -0.478 -1.201  -0.783
C: 1.808 0.573 1.168  0.752
O: 2.729 -0.030 0.622  -0.785
O: 1.864 1.332 2.130  -0.780
H: -1.353 0.342 1.459  0.351
H: -0.586 1.824 1.496  0.383
H: 0.646 1.160 -0.583  0.161
H: -0.251 -1.579 0.567  0.193
H: 1.119 -1.489 -0.494  0.241
H: -0.764 -1.733 -1.960  0.165
H: -0.160 0.057 -2.042  0.160
H: -2.127 0.413 -0.699  0.493

x:
Formula: C4H8NO3
Source: the Open Molecules 2025 dataset
Level of theory: ωB97M-V/def2-TZVPD

## Properties
M, g mol⁻¹: 118.1
Gap between HOMO and LUMO, eV: 8.46
Net charge: -1

Last column: natural (NBO) charge in e.
Positions of all 16 atoms, in Å:
C: 0.893 -1.508 -1.209  -0.723
C: 2.265 -0.991 -0.808  0.675
O: 3.312 -1.564 -1.091  -0.685
N: 2.236 0.096 0.000  -0.835
H: 3.108 0.234 0.460  0.381
H: 1.321 0.448 0.290  0.459
H: 0.193 -0.683 -1.052  0.251
H: 0.602 -2.379 -0.631  0.221
H: 0.802 -1.722 -2.275  0.216
C: -2.616 1.050 1.349  -0.739
C: -1.452 1.251 0.345  0.775
O: -1.793 1.575 -0.818  -0.776
O: -0.281 1.145 0.783  -0.827
H: -3.432 0.571 0.824  0.203
H: -2.970 2.026 1.680  0.203
H: -2.187 0.451 2.153  0.201

Order of stability, best first: x, w

w:
Formula: C5H15N3
Source: the Open Molecules 2025 dataset
Level of theory: ωB97M-V/def2-TZVPD

## Properties
M, g mol⁻¹: 117.2
Gap between HOMO and LUMO, eV: 9.35
Net charge: 0

Last column: natural (NBO) charge in e.
Positions of all 23 atoms, in Å:
C: -0.950 -1.961 -1.723  -0.402
N: 0.026 -1.686 -0.655  -0.638
C: 0.177 -0.272 -0.262  -0.044
C: 1.648 0.115 -0.071  -0.258
N: 2.368 0.394 -1.309  -0.851
C: -0.838 -0.259 0.954  -0.406
C: -1.394 1.104 1.203  -0.225
N: -0.319 1.906 1.943  -0.849
H: -1.859 -1.569 -1.425  0.180
H: -0.971 -3.034 -1.764  0.204
H: -0.717 -1.370 -2.699  0.159
H: 0.943 -2.119 -0.888  0.361
H: -0.154 0.488 -1.029  0.153
H: 2.078 -0.380 0.692  0.205
H: 1.530 1.045 0.636  0.194
H: 3.344 0.440 -1.221  0.366
H: 2.028 1.185 -1.839  0.363
H: -1.689 -0.999 0.891  0.216
H: -0.320 -0.474 1.881  0.209
H: -1.702 1.595 0.269  0.182
H: -2.266 1.076 1.883  0.176
H: -0.503 2.823 1.615  0.348
H: -0.457 1.950 2.916  0.353

x:
Formula: C5H15N3
Source: the Open Molecules 2025 dataset
Level of theory: ωB97M-V/def2-TZVPD

## Properties
M, g mol⁻¹: 117.2
Gap between HOMO and LUMO, eV: 9.62
Net charge: 0

Last column: natural (NBO) charge in e.
Positions of all 23 atoms, in Å:
C: 0.392 -1.803 2.037  -0.457
N: -0.728 -0.908 2.209  -0.487
C: -0.460 0.326 2.250  0.283
N: 0.794 0.909 2.182  -0.837
H: 0.878 -1.644 1.069  0.177
H: 0.062 -2.833 2.092  0.204
H: 1.176 -1.618 2.788  0.185
H: -1.276 1.028 2.386  0.162
H: 1.497 0.441 1.632  0.388
H: 0.798 1.905 2.043  0.382
C: 0.755 -0.595 -1.801  -0.418
N: -0.093 0.351 -1.086  -0.435
C: 0.036 1.665 -1.686  -0.415
C: -1.477 -0.095 -1.153  -0.419
H: 1.792 -0.258 -1.747  0.196
H: 0.470 -0.672 -2.862  0.163
H: 0.654 -1.588 -1.361  0.201
H: -0.596 2.367 -1.147  0.198
H: 1.069 2.010 -1.603  0.194
H: -0.215 1.654 -2.758  0.163
H: -2.120 0.594 -0.603  0.200
H: -1.564 -1.078 -0.690  0.212
H: -1.843 -0.159 -2.192  0.159

Order of stability, best first: x, w

w:
Formula: C5H15N3
Source: the Open Molecules 2025 dataset
Level of theory: ωB97M-V/def2-TZVPD

## Properties
M, g mol⁻¹: 117.2
Gap between HOMO and LUMO, eV: 9.26
Net charge: 0

Last column: natural (NBO) charge in e.
Positions of all 23 atoms, in Å:
C: -2.315 0.952 0.698  -0.425
N: -1.349 -0.039 1.358  -0.630
C: 0.039 0.357 0.851  -0.095
C: 0.592 1.310 1.940  -0.628
C: 0.763 -0.979 0.616  -0.199
N: 0.734 -1.368 -0.813  -0.666
C: 1.327 -0.679 -1.900  -0.053
N: 0.317 0.152 -2.643  -0.866
H: -2.436 1.845 1.242  0.175
H: -3.262 0.516 0.686  0.188
H: -1.943 0.986 -0.329  0.197
H: -1.453 0.144 2.397  0.349
H: -0.002 0.857 -0.026  0.204
H: 1.695 1.236 1.866  0.202
H: 0.375 2.347 1.778  0.217
H: 0.407 0.958 2.998  0.202
H: 0.345 -1.895 1.183  0.225
H: 1.883 -0.819 0.959  0.170
H: -0.072 -1.852 -1.019  0.360
H: 1.699 -1.606 -2.464  0.172
H: 2.087 0.089 -1.509  0.190
H: 0.841 0.471 -3.459  0.354
H: -0.517 -0.256 -2.847  0.355

x:
Formula: C5H15N3
Source: the Open Molecules 2025 dataset
Level of theory: ωB97M-V/def2-TZVPD

## Properties
M, g mol⁻¹: 117.2
Gap between HOMO and LUMO, eV: 9.70
Net charge: 0

Last column: natural (NBO) charge in e.
Positions of all 23 atoms, in Å:
C: -2.562 -0.512 0.660  -0.616
C: -1.267 -1.314 0.863  -0.066
N: -0.529 -0.615 1.922  -0.837
C: -0.503 -1.529 -0.489  -0.228
N: 0.804 -0.917 -0.629  -0.655
C: 0.845 0.434 -1.137  -0.248
C: 1.581 1.428 -0.222  -0.218
N: 1.615 2.708 -0.931  -0.877
H: -2.354 0.506 0.301  0.196
H: -3.303 -0.945 -0.015  0.199
H: -3.037 -0.326 1.626  0.220
H: -1.649 -2.260 1.248  0.180
H: -0.038 -1.296 2.480  0.353
H: 0.242 -0.085 1.555  0.358
H: -1.198 -1.123 -1.221  0.176
H: -0.306 -2.607 -0.498  0.199
H: 1.463 -1.548 -1.044  0.376
H: -0.119 0.834 -1.507  0.190
H: 1.320 0.588 -2.110  0.198
H: 2.579 1.048 -0.023  0.191
H: 1.104 1.511 0.758  0.167
H: 0.810 3.292 -0.802  0.368
H: 2.490 3.203 -0.965  0.374

Order of stability, best first: x, w